{
  "formula": "C5H10OP2",
  "method": "the ωB97M-V functional and the def2-TZVPD basis",
  "homo_ev": -9.4,
  "smiles": "C=C1CCC[P@@]1(=O)P",
  "max_force_ev_per_a": 5.010,
  "lumo_energy_ev": 0.797,
  "total_energy_ha": -954.40235,
  "relative_energy_kj_mol": 129.9,
  "symbols": ["C", "C", "C", "C", "C", "P", "O", "P", "H", "H", "H", "H", "H", "H", "H", "H", "H", "H"],
  "coordinates": [[0.300, 2.114, 0.602], [0.422, 0.916, 0.072], [1.592, 0.014, -0.010], [0.993, -1.385, -0.199], [-0.111, -1.154, -1.170], [-1.178, 0.192, -0.472], [-2.074, 0.991, -1.320], [-2.260, -0.748, 1.106], [-0.573, 2.678, 0.762], [1.220, 2.788, 0.898], [2.210, 0.149, -0.783], [2.113, 0.018, 0.863], [1.848, -1.985, -0.460], [0.699, -1.708, 0.711], [0.196, -0.773, -2.183], [-0.774, -2.013, -1.624], [-3.129, 0.256, 0.996], [-1.494, -0.351, 2.211]],
  "forces_ev_per_angstrom": [[3.8, 2.2, 0.7], [-1.8, 1.2, 0.8], [-3.6, -1.0, 0.7], [1.6, 1.4, -2.2], [-3.0, -1.8, -3.6], [3.0, -1.1, -0.6], [-0.4, 0.3, -0.4], [0.6, -2.3, 0.3], [-1.4, 0.2, -0.2], [-1.5, -1.6, -0.4], [2.3, 1.1, -3.1], [1.7, 0.3, 2.5], [-0.1, -0.8, -0.7], [-1.5, -1.3, 3.0], [0.4, 0.2, 1.0], [1.2, 1.0, 1.7], [-1.4, 1.6, 0.4], [0.0, 0.4, 0.1]]
}

***

{
  "formula": "C5H10OS",
  "method": "the ωB97M-V functional and the def2-TZVPD basis",
  "homo_ev": -8.9,
  "smiles": "COC1(SC)CC1",
  "max_force_ev_per_a": 2.388,
  "lumo_energy_ev": 0.884,
  "total_energy_ha": -669.87664,
  "relative_energy_kj_mol": 157.0,
  "symbols": ["C", "O", "C", "S", "C", "C", "C", "H", "H", "H", "H", "H", "H", "H", "H", "H", "H"],
  "coordinates": [[-0.642, 1.929, -0.260], [-1.134, 0.731, -0.858], [-0.434, -0.413, -0.540], [1.271, -0.540, -1.084], [2.195, 0.050, 0.342], [-1.269, -1.644, -0.616], [-0.857, -1.131, 0.728], [-1.322, 2.702, -0.477], [0.340, 2.191, -0.662], [-0.535, 1.745, 0.845], [1.919, -0.450, 1.245], [2.092, 1.185, 0.410], [3.236, -0.112, 0.128], [-0.832, -2.514, -0.969], [-2.317, -1.493, -0.874], [-1.643, -0.595, 1.366], [-0.068, -1.642, 1.278]],
  "forces_ev_per_angstrom": [[1.1, -1.8, 1.1], [-0.2, 0.8, -0.3], [0.0, -0.2, 0.4], [-0.2, -0.2, -0.1], [-0.2, 2.3, -0.7], [-1.2, 1.2, 0.4], [-0.5, 1.1, 1.2], [-0.9, 0.9, -0.1], [0.0, 0.0, 0.0], [-0.2, 0.5, -0.8], [-0.2, -0.2, 0.6], [0.0, -1.5, 0.3], [0.5, -0.3, -0.1], [0.7, -1.5, -0.6], [0.3, 0.0, -0.1], [1.3, -0.9, -1.1], [-0.4, 0.0, -0.1]]
}

***

{
  "formula": "C5H10S",
  "method": "the ωB97M-V functional and the def2-TZVPD basis",
  "homo_ev": -8.4,
  "max_force_ev_per_a": 5.909,
  "lumo_energy_ev": -0.137,
  "total_energy_ha": -594.49528,
  "relative_energy_kj_mol": 524.6,
  "symbols": ["C", "C", "C", "C", "C", "H", "H", "H", "H", "H", "H", "H", "H", "H", "H", "S"],
  "coordinates": [[0.527, 1.887, -0.599], [0.282, 1.216, 0.855], [0.128, -0.246, 0.292], [-1.149, -0.713, 0.597], [-2.101, -0.402, -0.560], [-0.645, 2.926, -0.392], [-0.240, 1.222, -1.295], [1.718, 2.193, -0.957], [0.877, 1.468, 1.724], [-0.741, 1.517, 1.156], [-1.252, -1.799, 0.763], [-1.511, -0.283, 1.548], [-1.723, -0.313, -1.754], [-2.593, 0.602, -0.334], [-3.029, -1.039, -0.628], [1.439, -1.059, -0.208]],
  "forces_ev_per_angstrom": [[-3.4, 2.0, 0.4], [-1.2, -0.4, -3.2], [4.6, 1.8, 3.3], [-3.8, -3.0, 0.0], [-2.5, 2.0, -2.8], [3.9, -1.8, -1.1], [3.0, 1.9, 1.1], [-4.1, -0.9, 0.9], [0.9, -0.4, -0.4], [0.6, 0.0, -0.2], [0.7, 0.2, -0.3], [0.0, 0.1, -0.6], [-0.4, -0.5, 3.6], [0.8, -0.9, -0.6], [1.2, 0.1, 0.3], [-0.3, -0.2, -0.4]]
}

***

{
  "formula": "C5H10S2",
  "method": "the ωB97M-V functional and the def2-TZVPD basis",
  "homo_ev": -8.3,
  "smiles": "CSC1(SC)CC1",
  "max_force_ev_per_a": 2.393,
  "lumo_energy_ev": 0.824,
  "total_energy_ha": -992.82026,
  "relative_energy_kj_mol": 113.0,
  "symbols": ["C", "S", "C", "S", "C", "C", "C", "H", "H", "H", "H", "H", "H", "H", "H", "H", "H"],
  "coordinates": [[2.292, -0.891, -0.046], [0.597, -1.585, -0.039], [-0.541, -0.254, 0.185], [-0.733, 1.081, -1.007], [0.560, 2.216, -0.532], [-1.856, -0.612, 0.959], [-0.799, 0.190, 1.560], [2.289, 0.179, 0.375], [2.885, -1.583, 0.577], [2.640, -1.077, -1.065], [0.640, 2.881, -1.422], [0.274, 2.773, 0.401], [1.546, 1.772, -0.509], [-2.050, -1.708, 1.176], [-2.697, -0.036, 0.554], [-0.181, -0.292, 2.283], [-1.111, 1.254, 1.598]],
  "forces_ev_per_angstrom": [[-0.4, 0.3, 0.7], [-0.2, -0.6, -0.1], [-0.5, 0.4, -0.5], [-0.2, -0.9, -0.5], [-0.2, 1.1, -0.2], [-0.5, -1.6, -1.7], [-0.3, 1.5, 1.0], [0.4, -1.8, -0.9], [-0.2, 0.6, 0.1], [0.2, 1.0, 0.1], [-0.3, 0.0, 0.8], [0.6, -0.4, -1.0], [0.0, -0.2, 0.4], [0.4, 1.7, -0.1], [0.2, -0.5, 0.3], [0.2, 0.3, 0.8], [0.8, -0.8, 0.7]]
}

***

{
  "formula": "C5H11AsF6IrNO3",
  "method": "the ωB97M-V functional and the def2-TZVPD basis",
  "homo_ev": [-13.4, -13.2],
  "max_force_ev_per_a": 5.352,
  "lumo_energy_ev": [-7.541, -7.850],
  "charge": 1,
  "total_energy_ha": -3416.47025,
  "multiplicity": 2,
  "relative_energy_kj_mol": 550.7,
  "symbols": ["Ir", "N", "C", "C", "O", "O", "H", "H", "H", "H", "C", "C", "C", "O", "H", "H", "H", "H", "H", "H", "H", "F", "As", "F", "F", "F", "F", "F"],
  "coordinates": [[0.169, -0.526, -0.186], [2.566, -0.022, -0.113], [2.971, 1.312, -0.140], [1.391, 2.460, -0.416], [1.744, 3.520, -0.091], [0.540, 1.728, -0.829], [2.825, -0.530, 0.730], [2.799, -0.542, -0.959], [3.480, 1.639, -1.038], [3.321, 1.738, 0.792], [-2.547, 0.707, 2.790], [-2.618, -0.082, 1.457], [-3.039, -1.553, 1.704], [-1.494, 0.029, 0.762], [-3.526, 0.711, 3.258], [-2.232, 1.730, 2.591], [-1.820, 0.222, 3.441], [-3.434, 0.411, 0.876], [-2.174, -2.210, 1.608], [-3.788, -1.859, 0.979], [-3.453, -1.647, 2.702], [1.306, -2.284, -1.337], [0.437, -3.686, -0.425], [0.208, -4.560, -1.837], [-1.013, -2.566, -0.781], [1.968, -4.287, 0.015], [0.641, -2.473, 1.052], [-0.533, -4.656, 0.568]],
  "forces_ev_per_angstrom": [[-1.4, -0.6, 1.3], [0.6, 2.0, 0.1], [0.5, -2.4, 0.2], [-0.6, 1.4, 0.4], [0.4, 0.2, 0.0], [-0.8, -2.5, -0.1], [-0.4, -0.1, 0.1], [-0.2, -0.2, 0.0], [-0.3, 0.1, -0.2], [-0.2, -0.1, 0.1], [0.7, 0.3, -0.4], [-2.9, -1.9, 1.3], [0.2, 0.5, -0.1], [4.4, 1.7, -2.6], [-0.1, -0.1, -0.1], [0.0, 0.1, 0.1], [0.0, 0.0, 0.1], [0.6, 0.1, 0.0], [0.0, 0.0, 0.1], [0.0, -0.1, 0.0], [-0.1, -0.2, 0.1], [-0.2, 0.2, 0.5], [-0.8, 1.8, 0.9], [0.2, 0.2, 0.0], [1.3, -0.9, 0.4], [-0.6, 0.0, -0.3], [-0.4, 0.3, -1.7], [0.4, 0.2, -0.3]]
}

***

{
  "formula": "C5H11BN",
  "method": "the ωB97M-V functional and the def2-TZVPD basis",
  "homo_ev": [-12.5, -12.5],
  "max_force_ev_per_a": 5.938,
  "lumo_energy_ev": [-4.273, -4.274],
  "charge": 1,
  "total_energy_ha": -276.27191,
  "relative_energy_kj_mol": 425.5,
  "symbols": ["B", "C", "C", "C", "C", "C", "N", "H", "H", "H", "H", "H", "H", "H", "H", "H", "H", "H"],
  "coordinates": [[1.574, 1.377, -0.071], [1.117, -1.128, 0.212], [-0.158, -1.172, 0.567], [1.933, -0.076, -0.434], [-0.896, 1.085, 1.032], [-1.586, -0.114, -1.091], [-1.192, -0.140, 0.317], [1.950, 2.424, 0.133], [1.817, -1.902, 0.585], [-0.463, -2.043, 1.177], [1.787, 0.074, -1.601], [2.973, -0.360, -0.341], [-0.676, 0.822, 2.152], [-1.393, 1.963, 0.875], [-1.509, -1.135, -1.529], [-2.524, 0.428, -1.289], [-0.702, 0.464, -1.456], [-2.051, -0.566, 0.762]],
  "forces_ev_per_angstrom": [[-2.2, -2.0, 1.7], [0.4, -0.3, 0.5], [0.7, -1.1, 0.7], [-0.6, 1.8, -2.1], [5.4, -1.6, 1.8], [2.0, 0.9, -1.6], [-2.8, -2.5, 1.9], [0.4, 1.2, -0.2], [-1.2, 0.0, -0.2], [-0.3, 0.8, -0.5], [0.1, -0.6, 1.6], [0.4, 0.4, -0.1], [-0.5, 0.6, -2.3], [-1.8, 1.7, -0.8], [-0.5, 0.8, 0.5], [0.4, -0.4, 0.3], [-1.0, -0.2, -0.8], [0.9, 0.4, -0.1]]
}